(1)
{"formula": "C5H31N2O11", "method": "ωB97M-V/def2-TZVPD", "elements": ["C", "O", "C", "C", "C", "C", "N", "N", "H", "H", "H", "H", "H", "H", "H", "H", "H", "H", "H", "H", "H", "O", "H", "H", "O", "H", "H", "O", "H", "H", "O", "H", "H", "O", "H", "H", "O", "H", "H", "O", "H", "H", "O", "H", "H", "O", "H", "H", "O"], "xyz": [[1.49201, 1.93676, 0.59383], [2.10247, 1.26330, 1.67195], [0.33651, 1.13514, -0.01450], [-0.57093, 0.56107, 1.10991], [-1.54825, -0.43669, 0.58742], [-2.84548, -0.20092, 0.38945], [-3.76979, -1.18313, -0.00935], [0.88410, 0.09868, -0.88926], [2.25499, 2.11228, -0.16966], [1.12135, 2.88120, 1.00657], [-0.28476, 1.79612, -0.62710], [-1.03331, 1.40527, 1.63274], [0.08507, 0.11206, 1.85940], [-1.17664, -1.44054, 0.38297], [-3.32385, 0.75451, 0.57234], [-3.34405, -2.07123, -0.21984], [-4.42426, -0.89736, -0.71886], [1.57647, -0.45179, -0.37605], [0.17585, -0.58110, -1.14955], [2.02819, -1.90353, 3.58191], [1.86852, -1.77748, 1.96465], [1.48500, -2.22918, 2.85960], [0.47420, 2.26091, -3.28774], [0.95916, 0.86287, -2.78747], [0.48984, 1.30344, -3.51702], [-1.59448, -2.00058, 2.28858], [-0.25421, -2.26571, 2.99952], [-1.21332, -2.49670, 3.02618], [1.02282, -2.06838, 0.15970], [0.14762, -3.22824, 0.50506], [0.21517, -2.52286, -0.16075], [0.65063, 3.93244, -1.71011], [-0.73635, 3.82398, -2.39016], [0.22927, 3.89300, -2.57252], [3.14976, 0.63968, -1.61530], [3.67220, -0.13701, -0.40844], [3.96513, 0.40056, -1.16281], [-0.66444, -3.66362, 2.52469], [0.84131, -3.54196, 2.43615], [0.10566, -4.09074, 2.11907], [-2.35699, 2.42972, -2.35665], [-2.51569, 3.09941, -0.95300], [-2.36247, 3.30533, -1.88710], [3.25327, -1.76799, 0.71536], [2.25971, 0.33271, 1.39180], [2.44204, -1.25190, 0.78041], [-1.99652, 0.22303, -2.08210], [-1.16847, 0.88054, -3.21424], [-2.10404, 0.76462, -2.87971]], "atomic_forces_ev_per_a": [[-0.1, -0.2, 0.2], [0.0, -0.1, 0.2], [-0.2, -0.3, 0.3], [0.5, 0.4, -0.1], [-0.8, 0.3, 0.3], [-0.1, -0.2, -0.2], [-0.1, 0.0, 0.3], [0.0, 0.5, -0.7], [-0.1, 0.3, -0.2], [0.0, 0.0, -0.2], [0.0, 0.1, -0.1], [-0.3, 0.0, -0.1], [-0.1, -0.2, -0.1], [0.0, 0.3, -0.1], [0.1, 0.2, 0.1], [0.0, -0.1, -0.2], [0.0, 0.0, -0.1], [-0.1, 0.2, -0.2], [-0.1, 0.2, 0.0], [0.0, 0.0, 0.0], [0.1, -0.1, 0.4], [0.8, 1.3, 0.1], [0.2, -0.4, 0.0], [-0.1, 0.0, 0.4], [-0.1, 0.3, -0.4], [-0.1, 0.1, 0.1], [-0.4, 0.7, 0.3], [-1.4, 2.3, 1.1], [0.1, -0.1, -0.3], [-0.2, -0.6, 0.2], [0.5, -0.5, -0.1], [0.0, 0.0, 0.1], [0.3, 0.0, 0.2], [-0.2, 0.2, -0.2], [-0.1, -0.2, 0.1], [-0.2, 0.2, -0.2], [0.4, 0.0, 0.0], [-0.3, -0.8, -0.2], [0.1, -0.6, 0.0], [1.2, -2.9, -1.6], [-0.1, 0.1, 0.4], [0.1, 0.0, -0.4], [-0.2, -0.1, 0.0], [-0.1, -0.1, 0.0], [0.3, 0.1, 0.1], [0.7, -0.4, 0.6], [-0.1, 0.1, -0.1], [-0.3, -0.1, 0.1], [0.4, 0.0, 0.0]], "e_above_lowest_ev": 0.000, "total_charge": -1, "spin_multiplicity": 1}

***

(2)
{"formula": "C5H31N2O9", "method": "ωB97M-V/def2-TZVPD", "elements": ["N", "C", "C", "N", "C", "C", "C", "O", "H", "H", "H", "H", "H", "H", "H", "H", "H", "H", "H", "H", "H", "H", "H", "H", "H", "O", "H", "H", "O", "H", "H", "O", "H", "H", "O", "H", "H", "O", "H", "H", "O", "H", "H", "O", "H", "H", "O"], "xyz": [[0.10885, 1.60824, 2.11867], [-0.37108, 0.23948, 1.72589], [0.40403, -0.08508, 0.42652], [0.68985, -1.60733, 0.30884], [1.41262, -2.18600, 1.41426], [1.30172, -1.75178, -0.98332], [0.33991, -2.30669, -2.12506], [-0.44044, -1.36497, -2.75536], [-0.48740, 2.00126, 2.94955], [0.04421, 2.31370, 1.36106], [1.08505, 1.59782, 2.44454], [-1.54580, 0.12156, 1.58942], [-0.03463, -0.45485, 2.51784], [-0.23835, 0.11401, -0.42972], [1.43130, 0.38648, 0.33484], [2.43664, -2.24107, 1.05677], [1.38283, -1.53863, 2.26809], [1.05651, -3.18477, 1.68684], [2.04825, -2.50332, -1.11004], [1.81783, -0.83732, -1.38164], [1.02478, -2.71373, -2.84024], [-0.40798, -3.08559, -1.79816], [-1.39092, -1.32236, -2.36586], [-2.37417, 2.31628, -0.81023], [-2.16742, 3.79139, -1.11511], [-2.31531, 3.20104, -0.35685], [-3.21694, -2.06714, 2.81259], [-4.71614, -1.74724, 2.83347], [-3.82952, -1.39779, 2.77508], [1.96950, 4.21434, 0.00694], [1.82912, 2.86595, -0.58436], [1.83827, 3.27677, 0.32613], [2.00506, 2.41756, -2.55595], [3.19985, 3.32152, -3.07562], [2.73530, 3.11556, -2.26965], [-2.79725, -0.93419, -0.40443], [-3.75624, -0.43726, -1.43390], [-2.97612, -0.44153, -1.20438], [-0.10628, 0.20108, -2.72996], [0.10596, 1.19611, -3.85451], [0.14182, 1.04608, -2.86050], [-1.86557, -2.91313, 0.98071], [-2.60037, -4.16743, 0.64655], [-2.69704, -3.27765, 0.89300], [3.19500, 2.20472, 1.25658], [3.65897, 1.59988, 2.50407], [3.07170, 1.41601, 1.80660]], "atomic_forces_ev_per_a": [[-2.5, 1.4, 2.3], [-0.5, -0.8, -0.9], [0.6, -2.5, 0.2], [-1.7, 2.3, -0.2], [0.8, -0.1, -0.8], [-1.2, -0.6, -2.4], [-0.2, -0.5, 1.9], [-3.4, 1.1, 0.0], [1.3, -0.8, -1.9], [0.1, -0.3, 0.1], [0.3, -0.2, -0.5], [2.5, 0.8, 0.5], [-0.5, 0.6, -0.3], [0.3, 0.4, -0.1], [-1.4, 0.1, 0.4], [0.5, -0.3, 0.7], [0.1, 0.1, 0.6], [0.0, 0.2, -0.1], [0.9, -0.7, 1.2], [-0.6, -0.4, 0.4], [0.2, -0.4, -0.7], [1.5, 0.2, 0.3], [2.2, -0.2, -0.8], [0.0, 1.1, 0.7], [-0.1, -0.1, 0.4], [0.2, -1.3, -1.1], [1.7, -2.8, 0.1], [0.0, -0.4, 0.0], [-1.6, 3.3, -0.1], [-0.2, -1.2, 0.9], [0.2, 0.3, 1.3], [-0.2, 1.1, -2.0], [2.1, 1.9, 0.5], [0.3, 0.1, -0.4], [-2.6, -2.3, -0.4], [-0.7, -0.3, 0.2], [-12.7, -0.3, -3.2], [13.5, 0.4, 3.1], [-1.2, -5.1, 0.5], [0.0, -0.4, 2.0], [1.8, 6.6, -2.6], [3.1, 1.0, 0.1], [0.3, -1.8, -0.5], [-3.1, 0.8, 0.2], [-0.5, 0.0, -0.4], [1.3, -0.1, 1.7], [-1.0, 0.0, -0.9]], "e_above_lowest_ev": 5.179, "total_charge": 1, "spin_multiplicity": 1}

***

(3)
{"formula": "C5H31NO10", "method": "ωB97M-V/def2-TZVPD", "elements": ["C", "N", "C", "C", "C", "C", "O", "H", "H", "H", "H", "H", "H", "H", "H", "H", "H", "H", "H", "H", "H", "H", "O", "H", "H", "O", "H", "H", "O", "H", "H", "O", "H", "H", "O", "H", "H", "O", "H", "H", "O", "H", "H", "O", "H", "H", "O"], "xyz": [[-1.13769, -0.00258, -1.36758], [-0.60456, -0.20302, -0.02490], [2.55737, -2.02213, -0.68560], [1.66194, -0.93599, -0.03444], [0.25348, -1.44804, 0.17862], [0.13988, -1.94630, 1.62518], [-1.19394, -1.82464, 2.16296], [-1.47417, -0.79772, -1.83947], [-0.47117, 0.53347, -1.95316], [-1.95140, 0.74452, -1.34565], [-1.42751, -0.13724, 0.70619], [1.96911, -2.83115, -0.99245], [3.11408, -1.51555, -1.54820], [3.29602, -2.23735, 0.12377], [2.03035, -0.39942, 0.79658], [1.61187, -0.11485, -0.77592], [-0.02416, -2.25039, -0.65814], [0.69192, -1.18170, 2.39683], [0.62007, -2.86123, 1.68777], [-1.29250, -1.82739, 3.17970], [-2.99774, -3.70436, -0.39460], [-3.51528, -2.31257, -0.87624], [-2.96686, -3.05282, -1.18718], [4.30663, 1.78943, 0.45513], [2.64802, 1.90015, 0.30866], [3.57526, 1.80670, -0.11103], [0.69746, 1.05890, 0.83873], [0.21288, 2.06254, 1.73266], [1.04127, 1.67487, 1.43468], [3.60222, -0.31964, 3.20004], [3.43490, 0.95885, 2.60585], [3.13969, 0.49243, 3.39990], [-1.45816, 1.93066, 1.12178], [-1.90256, 3.27747, 1.21285], [-1.20908, 2.76406, 1.52517], [-3.57996, 1.75631, -0.62547], [-4.14226, 0.98658, -1.69184], [-4.23169, 1.87919, -1.30507], [0.02128, -1.65290, -3.18597], [-0.21628, -0.52436, -3.74443], [0.23579, -1.26472, -3.99788], [2.61645, 1.61110, -3.53654], [2.81731, 2.18861, -2.11362], [2.28905, 2.35712, -3.01761], [-3.25502, 1.31607, 1.37577], [-3.28670, 0.25660, 2.45014], [-3.09371, 0.39880, 1.46688]], "atomic_forces_ev_per_a": [[0.2, 3.9, 3.3], [-2.2, -0.7, 2.4], [2.5, 3.2, 1.2], [-0.2, -0.5, -3.2], [-1.8, 1.3, -0.9], [0.0, 4.7, 2.7], [-1.2, -1.0, 1.2], [-1.7, -4.2, -2.1], [1.9, 0.7, -1.3], [0.0, -0.4, 0.3], [2.2, -1.0, -2.0], [-0.4, -1.4, -0.5], [-0.7, -1.2, 1.1], [-0.3, -0.7, -1.0], [0.7, -0.2, 1.3], [-0.3, -0.4, 0.1], [0.4, 1.4, 1.9], [-0.3, -1.7, -2.4], [0.5, -2.2, 0.4], [1.1, -0.2, -2.6], [0.1, 1.7, -2.0], [0.3, -0.3, -0.1], [-0.3, -1.3, 2.2], [1.1, 0.2, 1.7], [2.3, 0.0, 0.1], [-3.6, 0.0, -1.7], [-0.9, -2.0, -1.9], [0.8, 0.7, 0.4], [1.6, 1.2, 1.5], [0.1, -0.9, 0.6], [-0.6, 0.7, 0.2], [0.5, 0.0, -0.7], [0.5, -0.8, -0.1], [-1.8, 2.4, -0.7], [0.2, -1.2, 0.6], [0.4, 0.4, 0.7], [-0.6, 0.6, -0.3], [0.0, -1.0, -0.5], [0.2, -2.5, 1.9], [-1.7, 4.2, -0.3], [1.6, -1.7, -1.7], [-0.2, 0.1, -0.2], [-1.6, 0.7, -2.7], [1.9, -0.9, 3.0], [-0.6, 1.5, -0.1], [0.5, 0.0, -2.0], [-0.4, -1.4, 2.2]], "e_above_lowest_ev": 4.998, "smiles": "CC[C@@H](CO)NC.O.O.O.O.O.O.O.O.O", "spin_multiplicity": 1}

***

The records above give, respectively, Kohn-Sham gap values of 8.584, 9.122, 8.909 eV.